# 1
A single C4H5NO5 molecule at a distorted geometry, computed with the ωB97M-V functional and the def2-TZVPD basis.

The geometry in XYZ format:
```
15
Properties=species:S:1:pos:R:3:nbo_charge:R:1
C 2.260 0.468 0.713 0.80
C 0.922 -0.212 1.268 -0.37
C -0.709 -0.152 -0.685 0.59
C -2.292 -0.016 -0.786 0.72
H 1.506 -0.067 -1.176 0.52
H 0.787 0.100 2.372 0.23
H 0.742 -1.054 1.569 0.21
H -1.150 0.163 1.202 0.40
H -1.646 -0.160 -2.598 0.51
N -0.426 0.093 0.680 -0.56
O 2.396 0.388 -0.604 -0.71
O 3.115 0.827 1.478 -0.56
O 0.072 -0.279 -1.519 -0.60
O -2.598 -0.230 -2.115 -0.65
O -2.979 0.132 0.202 -0.53
```

Values from the calculation:
- Gap between HOMO and LUMO: 10.07 eV
- Spin multiplicity: 1
- ΔE to the lowest compared entry with this formula, charge and spin: 2.507 eV
- Structure (SMILES): O=C(O)CNC(=O)C(=O)O
- Lowest unoccupied orbital energy: -0.438 eV
- Energy: -15954.192 eV

***

# 2
A gas-phase ion, C4H5NO6PS (charge -1) at a distorted geometry, computed with the ωB97M-V functional and the def2-TZVPD basis.

The geometry in XYZ format:
```
18
Properties=species:S:1:pos:R:3:nbo_charge:R:1
C -2.922 -0.528 0.449 0.65
C -1.463 0.980 -0.535 0.62
C -1.555 -1.276 0.255 -0.48
C -0.790 -0.263 -0.528 -0.67
N -2.760 0.727 0.054 -0.19
O 1.729 0.353 0.804 -1.05
O -3.928 -0.967 0.924 -0.62
O -1.360 2.137 -0.959 -0.67
O 1.339 -1.742 -0.368 -0.96
O 1.439 0.386 -1.611 -0.95
O -3.696 1.715 -0.247 -0.53
P 3.311 0.622 0.900 0.68
S 0.899 -0.396 -0.551 2.36
H -1.033 -1.297 1.299 0.24
H -1.847 -2.152 -0.266 0.23
H -3.086 2.332 -0.687 0.49
H 3.567 0.396 -0.405 -0.07
H 3.734 -0.796 1.203 -0.09
```

Values from the calculation:
- Gap between HOMO and LUMO: 8.74 eV
- Spin multiplicity: 1
- ΔE to the lowest compared entry with this formula, charge and spin: 0.114 eV
- Structure (SMILES): O=C1CC(=[S@@](=O)([O-])OP)C(=O)N1O
- Total charge: -1
- Lowest unoccupied orbital energy: 3.527 eV
- Energy: -38127.589 eV